Below is a cluster of 2 separate species, CH8N3O in total at a distorted geometry, with properties calculated with ωB97M-V with the def2-TZVPD basis set.

Each atom is followed by the atoms it is bonded to, with distances in Å.
Cartesian coordinates (Å):
1 N 0.059 -0.299 1.051  C2 1.309, H5 1.019, H6 1.005
2 C -0.810 0.089 0.152  N1 1.309, N3 1.368, N4 1.319
3 N -2.141 -0.125 0.386  C2 1.368, H7 1.012, H8 1.015
4 N -0.498 0.616 -1.016  C2 1.319, H9 1.005, H10 0.993
5 H 1.064 -0.213 0.906  N1 1.019
6 H -0.313 -0.861 1.796  N1 1.005
7 H -2.811 0.507 -0.034  N3 1.012
8 H -2.339 -0.277 1.370  N3 1.015
9 H 0.476 0.590 -1.265  N4 1.005
10 H -1.154 0.960 -1.678  N4 0.993
11 H 3.011 0.132 0.032  O13 0.978
12 H 2.977 -0.586 -1.257  O13 0.956
13 O 2.477 -0.535 -0.443  H11 0.978, H12 0.956

Summary:
- E_tot (Eh) = -282.21304
- energy relative to the best compared isomer or geometry (same formula, charge and spin) (kcal/mol) = 10.1
- total charge = +1
- LUMO (Eh) = -0.1161
- F_max (eV/Å) = 2.43
- HOMO energy (eV) = -15.6